C86H196N20O10P4 | the ωB97M-V functional and the def2-TZVPD basis

## Properties
- calculated total energy (Eh) = -6607.08046
- E_LUMO (eV) = 0.335
- total charge = 0
- SMILES = CN(C)P(=O)(N(C)C)N(C)C.CN(C)P(=O)(N(C)C)N(C)C.CN(C)P(=O)(N(C)C)N(C)C.CN(C)P(=O)(N(C)C)N(C)C.CC1(C)CCCC(C)(C)N1O.CC1(C)CCCC(C)(C)N1O.CC1(C)CCCC(C)(C)N1O.CC1(C)CCCC(C)(C)N1O.CC1(C)CCCC(C)(C)N1O.CC1(C)CCCC(C)(C)N1O.c1cc[nH]c1.c1cc[nH]c1
- multiplicity = 1

Positions of all 316 atoms, in Å:
C1 -23.716 -19.701 -2.257
N1 -24.286 -18.601 -1.458
C2 -23.844 -18.665 -0.117
P1 -25.483 -17.638 -1.932
O1 -25.335 -17.491 -3.406
N2 -26.969 -18.279 -1.464
C3 -27.158 -19.648 -1.010
C4 -28.174 -17.795 -2.248
N3 -25.243 -16.278 -1.011
C5 -24.031 -15.505 -1.113
C6 -26.415 -15.506 -0.633
H1 -24.257 -20.636 -2.024
H2 -22.648 -19.869 -2.173
H3 -23.921 -19.555 -3.313
H4 -23.953 -17.661 0.295
H5 -22.856 -19.086 -0.037
H6 -24.449 -19.386 0.415
H7 -26.163 -20.143 -0.752
H8 -27.856 -19.809 -0.191
H9 -27.616 -20.327 -1.746
H10 -29.151 -17.832 -1.711
H11 -27.917 -16.815 -2.663
H12 -28.279 -18.510 -3.063
H13 -23.374 -15.995 -1.789
H14 -24.288 -14.556 -1.563
H15 -23.613 -15.307 -0.177
H16 -27.264 -16.085 -0.466
H17 -26.644 -14.681 -1.235
H18 -26.253 -15.056 0.365
C7 -17.952 -20.259 4.171
N4 -19.294 -20.791 4.037
C8 -19.505 -21.889 3.168
P2 -20.542 -20.336 5.012
O2 -20.108 -19.298 5.956
N5 -21.758 -19.876 3.995
C9 -21.404 -19.458 2.701
C10 -22.908 -19.256 4.563
N6 -21.227 -21.655 5.853
C11 -20.653 -22.030 7.171
C12 -22.345 -22.509 5.441
H19 -17.827 -19.474 3.423
H20 -17.174 -21.064 4.026
H21 -17.792 -19.833 5.223
H22 -19.267 -21.707 2.096
H23 -20.541 -22.380 3.283
H24 -18.826 -22.736 3.371
H25 -20.409 -19.800 2.407
H26 -21.974 -19.948 1.949
H27 -21.531 -18.313 2.593
H28 -23.780 -19.575 3.982
H29 -23.026 -19.444 5.671
H30 -22.762 -18.191 4.586
H31 -21.466 -22.290 7.858
H32 -19.973 -22.898 7.109
H33 -20.169 -21.218 7.676
H34 -22.532 -22.386 4.399
H35 -23.232 -22.197 5.943
H36 -22.126 -23.611 5.586
C13 -19.142 -14.387 -5.188
N7 -19.620 -14.320 -3.857
C14 -18.839 -15.024 -2.860
P3 -21.222 -14.005 -3.518
O3 -21.595 -14.166 -2.074
N8 -21.592 -12.483 -4.010
C15 -21.989 -11.516 -3.078
C16 -21.634 -12.045 -5.396
N9 -22.024 -14.926 -4.661
C17 -23.501 -14.706 -4.766
C18 -21.699 -16.318 -4.835
H37 -18.397 -13.563 -5.202
H38 -19.874 -14.289 -5.884
H39 -18.495 -15.292 -5.326
H40 -18.680 -16.155 -3.007
H41 -19.322 -14.910 -1.885
H42 -17.787 -14.675 -2.876
H43 -21.186 -10.926 -2.733
H44 -22.662 -10.751 -3.583
H45 -22.574 -11.903 -2.271
H46 -22.642 -11.774 -5.703
H47 -20.881 -11.225 -5.540
H48 -21.342 -12.882 -6.004
H49 -24.061 -15.492 -4.249
H50 -23.832 -13.716 -4.364
H51 -23.839 -14.778 -5.855
H52 -20.700 -16.566 -4.506
H53 -21.793 -16.439 -5.914
H54 -22.425 -17.013 -4.356
C19 -26.775 -22.344 -3.824
N10 -25.727 -23.229 -4.213
C20 -24.430 -23.044 -3.505
P4 -25.991 -24.739 -4.818
O4 -24.652 -25.192 -5.296
N11 -26.579 -25.747 -3.724
C21 -26.059 -27.082 -3.409
C22 -27.667 -25.222 -2.889
N12 -27.351 -24.540 -5.866
C23 -28.207 -25.676 -6.219
C24 -27.552 -23.564 -6.936
H55 -26.574 -21.357 -4.228
H56 -26.865 -22.237 -2.707
H57 -27.804 -22.592 -4.274
H58 -24.451 -23.206 -2.408
H59 -24.138 -21.990 -3.566
H60 -23.691 -23.639 -4.044
H61 -26.850 -27.818 -3.461
H62 -25.178 -27.328 -4.032
H63 -25.705 -27.005 -2.403
H64 -27.987 -24.244 -3.267
H65 -28.574 -25.877 -2.868
H66 -27.402 -25.042 -1.827
H67 -28.570 -25.447 -7.266
H68 -27.704 -26.646 -6.085
H69 -29.081 -25.661 -5.548
H70 -28.605 -23.529 -7.115
H71 -27.058 -23.853 -7.920
H72 -27.131 -22.591 -6.636
C25 -33.040 -21.802 -5.298
C26 -31.708 -22.456 -5.059
C27 -31.813 -23.802 -5.893
C28 -30.546 -21.633 -5.573
C29 -30.271 -20.430 -4.636
C30 -29.968 -20.919 -3.163
C31 -31.098 -21.762 -2.645
C32 -30.543 -22.552 -1.341
C33 -32.343 -20.974 -2.280
N13 -31.363 -22.757 -3.659
O5 -32.319 -23.623 -3.104
H73 -33.033 -20.709 -5.184
H74 -33.437 -22.060 -6.308
H75 -33.867 -22.112 -4.709
H76 -32.648 -24.373 -5.589
H77 -32.114 -23.638 -6.961
H78 -30.893 -24.326 -5.908
H79 -29.736 -22.321 -5.653
H80 -30.713 -21.273 -6.582
H81 -29.413 -19.855 -4.984
H82 -31.188 -19.772 -4.666
H83 -29.835 -20.097 -2.446
H84 -29.013 -21.410 -3.104
H85 -30.030 -21.825 -0.771
H86 -29.886 -23.416 -1.567
H87 -31.385 -22.969 -0.851
H88 -32.087 -20.244 -1.499
H89 -33.196 -21.519 -1.868
H90 -32.686 -20.527 -3.169
H91 -31.798 -24.424 -3.010
C34 -23.960 -22.199 -6.882
C35 -22.443 -22.095 -7.087
C36 -22.100 -20.684 -6.506
C37 -21.790 -23.320 -6.480
C38 -20.304 -23.538 -6.887
C39 -20.281 -23.707 -8.416
C40 -20.856 -22.499 -9.141
C41 -19.912 -21.293 -9.099
C42 -21.118 -23.053 -10.568
N14 -22.190 -22.236 -8.571
O6 -22.764 -21.142 -9.266
H92 -24.482 -21.294 -7.246
H93 -24.424 -23.018 -7.413
H94 -24.206 -22.347 -5.843
H95 -22.286 -19.862 -7.192
H96 -22.839 -20.519 -5.709
H97 -21.144 -20.535 -6.107
H98 -21.775 -23.220 -5.388
H99 -22.367 -24.157 -6.814
H100 -19.743 -22.724 -6.536
H101 -19.963 -24.443 -6.387
H102 -21.020 -24.514 -8.619
H103 -19.251 -23.892 -8.846
H104 -20.336 -20.490 -9.650
H105 -18.992 -21.442 -9.549
H106 -19.680 -21.091 -8.030
H107 -21.610 -24.007 -10.601
H108 -20.232 -23.179 -11.167
H109 -21.694 -22.254 -11.060
H110 -23.366 -21.510 -9.936
C43 -27.686 -14.493 -5.470
C44 -27.857 -15.458 -6.672
C45 -29.275 -15.945 -6.828
C46 -27.262 -14.753 -7.870
C47 -27.029 -15.718 -9.012
C48 -25.968 -16.753 -8.521
C49 -26.475 -17.556 -7.322
C50 -27.461 -18.669 -7.656
C51 -25.211 -18.243 -6.821
N15 -26.991 -16.609 -6.339
O7 -27.401 -17.284 -5.171
H111 -28.078 -13.549 -5.782
H112 -28.268 -14.887 -4.632
H113 -26.649 -14.387 -5.257
H114 -29.888 -15.088 -6.753
H115 -29.520 -16.513 -7.772
H116 -29.689 -16.461 -5.940
H117 -27.899 -13.941 -8.156
H118 -26.286 -14.295 -7.614
H119 -27.970 -16.320 -9.169
H120 -26.730 -15.344 -10.019
H121 -25.040 -16.173 -8.300
H122 -25.731 -17.340 -9.402
H123 -28.307 -18.320 -8.256
H124 -27.901 -18.949 -6.706
H125 -26.959 -19.526 -8.148
H126 -24.524 -17.415 -6.549
H127 -24.681 -18.714 -7.685
H128 -25.391 -18.966 -6.116
H129 -26.641 -17.227 -4.545
C52 -26.683 -8.731 -0.877
C53 -25.387 -9.604 -1.173
C54 -24.132 -8.898 -0.674
C55 -25.490 -10.990 -0.489
C56 -26.610 -11.852 -1.039
C57 -26.431 -11.977 -2.545
C58 -26.192 -10.672 -3.308
C59 -25.473 -11.038 -4.697
C60 -27.518 -9.916 -3.502
N16 -25.235 -9.854 -2.586
O8 -25.121 -8.649 -3.273
H130 -27.704 -8.956 -1.193
H131 -26.676 -8.566 0.177
H132 -26.515 -7.829 -1.387
H133 -23.220 -9.351 -0.991
H134 -24.039 -7.821 -1.038
H135 -24.163 -8.828 0.437
H136 -24.498 -11.494 -0.560
H137 -25.519 -10.812 0.608
H138 -26.595 -12.857 -0.675
H139 -27.628 -11.416 -0.769
H140 -27.398 -12.360 -2.902
H141 -25.665 -12.669 -2.879
H142 -26.106 -11.889 -5.020
H143 -24.484 -11.421 -4.572
H144 -25.524 -10.151 -5.277
H145 -28.322 -10.179 -2.763
H146 -27.949 -10.099 -4.495
H147 -27.274 -8.831 -3.525
H148 -24.222 -8.696 -3.692
C61 -30.683 -19.280 0.641
C62 -30.096 -18.924 2.050
C63 -30.979 -17.817 2.583
C64 -30.103 -20.195 2.940
C65 -29.207 -20.145 4.173
C66 -27.814 -19.755 3.830
C67 -27.699 -18.476 2.954
C68 -28.135 -17.184 3.785
C69 -26.349 -18.356 2.357
N17 -28.610 -18.666 1.816
O9 -28.641 -17.429 1.119
H149 -30.980 -18.394 0.070
H150 -30.011 -19.892 0.027
H151 -31.581 -19.812 0.949
H152 -30.857 -17.648 3.685
H153 -30.785 -16.930 1.955
H154 -32.067 -18.096 2.351
H155 -31.116 -20.295 3.296
H156 -29.863 -21.066 2.253
H157 -29.655 -19.456 4.892
H158 -29.226 -21.136 4.627
H159 -27.178 -20.551 3.377
H160 -27.216 -19.616 4.732
H161 -27.379 -17.063 4.569
H162 -29.121 -17.122 4.287
H163 -28.129 -16.325 3.065
H164 -26.289 -17.629 1.566
H165 -25.996 -19.228 1.874
H166 -25.647 -18.018 3.119
H167 -28.150 -17.587 0.257
C70 -24.918 -24.142 0.753
C71 -25.539 -23.083 1.644
C72 -24.534 -21.900 1.823
C73 -26.806 -22.512 1.057
C74 -27.970 -23.440 1.181
C75 -28.117 -23.907 2.562
C76 -26.850 -24.411 3.287
C77 -27.079 -24.484 4.839
C78 -26.555 -25.847 2.777
N18 -25.753 -23.457 3.073
O10 -24.546 -24.081 3.472
H168 -25.569 -24.998 0.460
H169 -24.445 -23.658 -0.136
H170 -24.120 -24.592 1.379
H171 -24.999 -21.187 2.406
H172 -23.583 -22.065 2.265
H173 -24.346 -21.445 0.871
H174 -27.068 -21.673 1.640
H175 -26.599 -22.225 0.000
H176 -28.985 -23.073 0.827
H177 -27.810 -24.360 0.615
H178 -28.840 -24.746 2.725
H179 -28.537 -23.077 3.188
H180 -27.087 -23.450 5.212
H181 -26.347 -24.987 5.427
H182 -28.052 -24.816 5.139
H183 -27.496 -26.401 2.940
H184 -25.729 -26.275 3.355
H185 -26.386 -25.841 1.737
H186 -24.297 -23.479 4.152
C79 -20.721 -17.842 -2.031
C80 -20.453 -17.447 -0.718
C81 -19.273 -18.005 -0.325
N19 -18.782 -18.723 -1.418
C82 -19.639 -18.627 -2.450
H187 -21.497 -17.372 -2.613
H188 -20.980 -16.733 -0.019
H189 -18.593 -17.901 0.553
H190 -17.904 -19.172 -1.414
H191 -19.373 -19.102 -3.435
C83 -31.493 -13.065 -0.895
C84 -31.513 -13.935 0.191
C85 -30.556 -14.882 -0.044
N20 -29.967 -14.565 -1.189
C86 -30.512 -13.487 -1.791
H192 -32.203 -12.238 -1.040
H193 -32.132 -13.776 1.061
H194 -30.173 -15.700 0.547
H195 -29.385 -15.254 -1.703
H196 -30.155 -13.240 -2.783

Forces on the atoms, in the same order (eV/Å):
C -1.73 -0.31 -0.74
N 1.99 -1.44 -0.84
C -0.47 0.06 1.18
P 0.38 0.19 -0.83
O -0.72 0.39 -0.21
N -1.69 0.59 0.11
C 1.50 -1.71 -0.10
C 0.98 -0.82 0.05
N -2.01 -0.66 0.01
C -1.28 0.19 -1.65
C 1.65 0.26 2.28
H 0.37 0.13 0.27
H 0.14 0.44 0.55
H -0.05 0.35 -0.17
H 0.36 -0.38 0.59
H 0.70 0.43 -0.18
H -0.39 -0.03 0.70
H -1.29 0.83 -0.12
H 0.28 0.78 0.64
H 0.39 0.47 -0.65
H 0.90 0.31 0.19
H -0.48 -0.11 0.03
H -0.14 0.28 -0.39
H 0.94 -0.30 -0.27
H 0.18 0.45 -0.22
H 0.90 0.11 1.58
H -1.27 -1.07 -0.11
H -0.21 1.00 -1.55
H 0.22 -0.11 -0.18
C 0.75 0.03 1.25
N -0.28 -0.42 0.68
C -0.38 -2.52 -0.97
P -0.68 -0.43 1.46
O 0.42 0.19 0.47
N 0.99 -1.51 0.83
C 0.45 2.06 -1.48
C -0.66 -0.22 1.49
N 0.67 0.13 0.24
C -0.68 -0.47 -0.44
C 1.56 -0.59 -0.01
H 0.45 0.09 0.08
H -0.90 0.71 0.01
H -0.37 -0.46 -1.63
H -0.60 0.41 0.39
H 1.39 1.17 -0.34
H 0.01 0.21 0.40
H 0.03 0.73 0.40
H -1.27 -0.20 -0.76
H 0.42 -1.61 -0.07
H -0.22 0.38 0.35
H 0.08 -0.52 -1.27
H -0.26 0.85 -0.54
H -0.10 -0.19 -0.22
H -0.20 0.30 -0.08
H 0.50 0.63 -0.25
H -0.03 0.21 -0.93
H -0.89 -0.11 0.73
H -0.22 1.18 0.13
C 4.45 0.16 1.84
N -1.37 -1.24 1.78
C 1.10 -1.21 0.25
P -0.58 -0.42 0.74
O 0.72 0.00 -1.15
N -0.24 -0.69 -1.30
C -1.93 2.22 -0.44
C 1.22 0.00 0.39
N -1.37 0.88 1.08
C -0.18 0.25 -1.11
C -0.65 -0.43 -0.84
H -0.28 -0.15 -1.02
H -1.92 0.19 -2.16
H -0.92 0.32 -0.15
H -0.78 1.30 -0.27
H 0.39 0.12 -0.15
H -0.53 0.38 0.30
H 1.20 0.65 0.84
H 0.53 -0.92 0.43
H -0.09 -0.37 0.62
H -0.07 0.39 0.03
H -0.86 -0.44 -0.13
H 0.12 -0.16 -0.47
H 0.14 0.04 0.13
H 0.54 -0.73 -0.33
H 0.53 0.19 1.19
H 0.24 0.08 -0.02
H 0.22 -0.80 -0.19
H 0.31 0.50 -0.16
C -1.68 0.76 0.14
N 0.19 -0.08 0.78
C -0.46 0.68 -0.39
P 1.05 0.55 -2.67
O -0.99 -0.47 -0.36
N -1.40 -0.94 1.45
C 0.50 1.04 -0.36
C -0.66 -0.23 0.30
N 0.96 -0.02 0.01
C -0.34 0.03 0.29
C 2.30 0.49 -0.17
H 0.19 0.57 0.08
H -0.06 -0.23 -0.78
H 1.70 -0.03 0.72
H -0.29 -0.59 -0.46
H -0.10 -0.05 -0.42
H -0.05 -0.03 0.50
H -0.13 -0.32 -0.18
H -0.75 0.18 0.07
H 0.28 -0.42 0.91
H -0.04 -0.54 0.04
H 0.69 0.24 -0.21
H 0.33 -0.28 -0.39
H 0.44 -1.18 1.14
H -0.21 0.28 -0.48
H 0.02 -0.23 -0.26
H -0.64 0.61 -0.11
H -0.40 0.15 1.09
H -0.35 -0.15 -0.22
C -1.09 1.30 -1.25
C -0.42 -1.15 -0.78
C -0.18 1.87 -0.75
C -0.30 0.93 0.48
C -0.14 -0.27 0.77
C -0.75 1.67 -0.87
C 0.82 -1.74 1.33
C -0.58 0.02 -2.60
C 0.43 0.18 1.41
N 0.42 -1.11 -0.59
O -0.54 -0.72 -0.09
H 0.12 -0.20 -0.30
H 0.66 0.56 0.38
H -0.37 -0.71 1.20
H -0.60 -0.94 1.01
H 0.70 0.55 0.74
H 0.84 -0.81 0.27
H 1.07 -0.28 0.23
H -0.33 0.09 -0.24
H -0.11 0.15 -0.16
H 1.05 -0.46 0.18
H -0.27 0.26 -0.42
H 0.19 -0.68 -0.27
H 0.53 0.55 0.95
H -0.06 0.69 -0.30
H -0.76 -0.15 0.89
H -0.08 0.15 -0.45
H 0.38 -0.56 -0.14
H -0.51 1.11 -0.78
H -0.28 -0.29 0.11
C -0.50 0.45 -0.70
C -0.22 0.97 -1.48
C -1.56 -0.57 -0.01
C 1.60 0.76 0.61
C -1.79 -1.02 -0.90
C 0.39 -0.09 0.78
C 0.14 -1.12 -0.32
C -1.31 -0.60 1.68
C -0.07 2.11 -0.22
N -0.47 -0.33 0.18
O -0.29 0.49 -0.16
H 0.37 -0.17 0.25
H 0.21 -0.52 -0.25
H 0.09 0.12 0.26
H -0.05 -0.24 -0.48
H 0.39 0.05 0.13
H 1.67 -0.10 0.59
H -0.51 -0.20 -0.08
H -0.42 -0.69 0.21
H 1.09 1.19 0.40
H 0.17 -0.02 -0.02
H 0.95 0.04 -0.06
H -1.15 -0.18 0.49
H -0.63 1.10 0.08
H 1.95 -0.91 -1.05
H -0.41 0.46 -0.72
H -0.61 -0.22 0.35
H 0.72 0.13 0.02
H -0.04 -0.60 -0.31
H 0.28 -0.11 0.58
C -1.47 -1.05 -0.73
C 1.22 -1.36 1.47
C -1.15 -0.34 -0.22
C 0.69 0.04 -0.89
C -0.22 -1.75 -0.20
C -0.79 1.71 -1.10
C 0.60 -0.20 -0.74
C -0.41 0.08 -0.50
C 1.47 2.17 -2.22
N 1.79 0.24 0.09
O -0.38 0.11 0.00
H -0.41 0.89 0.06
H 0.28 0.22 0.18
H 0.82 -0.05 0.38
H -1.04 1.34 -0.70
H 0.39 0.64 1.11
H 0.92 -0.49 -0.41
H -0.60 0.55 -0.15
H -0.41 -0.22 0.19
H 0.72 0.69 -0.15
H -0.24 0.29 0.94
H -0.53 -0.50 0.26
H 0.10 -0.75 0.20
H 0.17 -0.10 -0.25
H 0.04 -0.49 0.19
H -0.37 0.43 0.27
H -0.23 -0.72 0.68
H -0.61 0.05 0.47
H -0.19 -1.50 2.12
H 0.01 -0.06 -0.30
C 0.94 -0.73 0.25
C -1.71 -0.54 0.05
C -0.72 2.36 0.74
C 1.11 0.26 1.08
C -0.38 1.11 -0.13
C -1.16 0.28 -0.54
C 0.46 -0.40 -0.34
C -2.77 -0.72 2.05
C -0.48 0.51 -0.72
N 1.07 -1.09 0.04
O 1.59 1.04 -1.07
H 0.49 -1.04 0.14
H -0.19 0.41 0.87
H 0.43 1.65 -0.42
H 0.51 -0.82 -0.16
H -0.46 -1.29 0.36
H 0.13 -0.16 -0.67
H -0.55 0.10 -0.50
H -0.57 -0.04 -0.49
H 0.02 -0.35 0.73
H 1.21 -0.46 -0.45
H 0.30 -0.22 -0.36
H 0.32 -0.40 0.54
H 0.33 0.66 -0.75
H 0.67 0.03 0.37
H 0.04 0.38 -1.07
H 0.93 0.35 -0.54
H 0.10 -0.28 0.11
H -0.56 -0.70 0.30
H -1.22 0.17 0.61
C 0.17 0.16 1.15
C 1.63 -1.49 -0.66
C -1.02 0.24 0.20
C -0.12 -0.26 -1.15
C -0.67 -0.35 -0.52
C 2.14 0.32 -0.24
C -2.71 0.02 1.32
C 0.81 0.26 -0.74
C 0.95 1.40 0.63
N -1.82 0.29 -0.24
O 1.09 0.31 -2.19
H 0.10 -0.03 0.17
H -0.23 0.01 0.37
H -0.26 -0.35 -0.72
H -0.31 0.08 -1.16
H -0.09 -0.10 0.84
H 1.44 0.27 0.57
H -0.56 -0.43 -0.06
H -0.13 0.75 0.92
H 0.14 0.09 0.08
H 0.04 -0.02 0.20
H -0.99 0.12 -0.25
H -0.13 0.49 0.33
H -0.03 0.34 -0.14
H 0.65 -0.75 -0.44
H 0.27 -0.61 0.85
H -0.25 0.73 -0.22
H 0.18 -1.36 -0.07
H 0.28 -0.20 0.04
H -0.63 -0.02 1.45
C 0.93 -0.90 0.08
C 1.24 1.05 0.72
C -0.46 -1.13 -1.89
C 0.01 -0.25 -1.02
C -1.37 -1.38 -1.62
C -1.04 0.07 3.66
C 0.06 -1.01 0.71
C -0.50 1.93 -0.87
C -0.86 0.44 1.57
N -1.05 -0.56 -1.38
O -0.12 -0.51 0.16
H 0.38 1.06 -0.19
H -0.46 -0.46 0.58
H -0.17 0.12 -0.71
H -1.14 1.62 1.34
H 0.83 -0.89 0.38
H 0.16 0.26 -0.77
H -0.20 1.55 0.40
H -0.22 -0.03 0.70
H 1.40 0.05 0.26
H 0.16 0.05 -0.63
H 0.30 0.73 -0.59
H 0.31 -0.35 -0.33
H 0.19 0.03 -0.15
H 0.76 -0.70 -0.01
H -0.63 -0.74 -0.23
H 0.55 -0.13 0.13
H -0.18 -0.12 -0.40
H 0.36 -0.33 -0.92
H 0.73 0.41 0.97
C 0.56 -0.02 -0.84
C -0.34 1.26 2.42
C 1.93 -0.65 -0.10
N -0.69 0.84 1.44
C -0.82 -0.09 -1.53
H -0.02 -0.60 -0.07
H 0.30 -0.98 -1.34
H -1.10 -0.05 -0.76
H 0.71 -0.53 -0.16
H -0.59 0.65 1.25
C -0.51 1.51 -1.74
C -0.27 0.07 0.76
C -0.27 -0.48 1.75
N 2.21 -2.00 -2.36
C -0.78 0.26 0.56
H 0.65 -0.40 0.05
H 0.06 -0.35 0.02
H -0.13 0.05 -0.04
H -0.46 1.00 0.67
H -0.35 0.39 0.20